Formula: C20H55Al2N7O11
Source: OMol25
Level of theory: ωB97M-V with the def2-TZVPD basis set

## Properties
Lowest unoccupied orbital energy   -15.867 eV
Orbital gap   1.655 eV
Highest occupied orbital energy   -17.5 eV
Net charge   +4

XYZ file:
```
95
C20H55Al2N7O11, DFT ωB97M-V with the def2-TZVPD basis set
Al 0.8959 3.4518 1.1358
Al -4.2020 0.8925 1.4459
N -0.4115 -0.2387 0.6941
O -0.4583 -1.1769 -0.0574
O -1.3228 0.0516 1.4597
O 0.4867 0.5657 0.7106
N -1.6588 2.4158 -1.5784
O -2.0772 1.8479 -0.5897
O -2.3129 2.4000 -2.6110
O -0.6607 3.0506 -1.4584
C -2.4088 0.0900 -5.6068
C -2.6160 -0.7873 -4.3787
C -1.2960 -1.0386 -3.5784
O -0.2565 -1.7270 -4.2619
C 0.6276 -2.4678 -3.4568
N -3.5476 -0.0309 -3.5377
H -3.3026 0.4825 -6.0916
H -1.8340 -0.3886 -6.3997
H -1.8838 1.0218 -5.3965
H -3.1150 -1.6665 -4.7863
H -1.6259 -1.5504 -2.6744
H -0.9028 -0.0922 -3.2072
H 1.3376 -3.1428 -3.9347
H 0.1046 -3.2668 -2.9312
H 1.1578 -1.7637 -2.8156
H -3.1280 0.8858 -3.4778
H -4.4796 0.0147 -3.9242
C 3.1261 4.8061 5.7048
C 2.2968 4.0880 4.6770
C 1.0536 3.3931 5.3266
O 0.5916 2.4822 4.3800
C -0.4574 1.7317 4.9660
N 1.9362 5.0271 3.6093
H 2.4804 5.4935 6.2512
H 3.9672 5.3358 5.2576
H 3.5486 4.3087 6.5778
H 2.9152 3.2886 4.2687
H 0.3504 4.1643 5.6411
H 1.5128 2.9156 6.1922
H -0.9416 1.1277 4.1986
H -1.3585 2.2087 5.3516
H -0.1190 1.0418 5.7390
H 1.6571 5.7546 4.2518
H 2.7588 5.3074 3.0947
C 2.3722 5.6840 -3.2627
C 1.9441 4.4333 -2.4030
C 3.0223 3.3179 -2.0016
O 2.3849 2.2288 -1.3147
C 1.7606 1.2759 -2.1080
N 1.5508 5.1664 -1.2002
H 3.2718 6.2957 -3.1954
H 1.5330 6.3361 -3.5047
H 2.5557 5.3097 -4.2698
H 1.1261 4.0131 -2.9882
H 3.7350 3.5580 -1.2126
H 3.5361 2.9515 -2.8904
H 1.3637 1.6664 -3.0451
H 0.9571 0.6652 -1.6964
H 2.3819 0.4191 -2.3689
H 1.0419 5.9993 -1.4598
H 2.3786 5.6639 -0.9046
C 2.1403 -3.0719 0.8785
C 3.0037 -4.2797 0.4527
C 2.9020 -5.3597 1.6218
O 3.7045 -4.8022 2.7733
C 4.1657 -5.7297 3.6672
N 2.5581 -4.7267 -0.8407
H 2.4023 -2.2199 0.2512
H 2.4347 -2.8876 1.9116
H 1.0518 -3.1142 0.9147
H 4.0417 -3.9476 0.4743
H 3.0820 -6.3791 1.2803
H 1.8529 -5.3927 1.9155
H 3.2596 -6.2202 4.0228
H 4.7767 -5.2046 4.4013
H 4.8323 -6.3914 3.1141
H 3.0781 -5.4991 -1.2320
H 1.7070 -5.1659 -0.5199
C -3.8226 -3.4773 -1.6960
C -4.3086 -2.4876 -0.6731
C -3.8171 -2.8329 0.7488
O -4.5361 -1.9935 1.6831
C -5.7065 -2.5136 2.2199
N -3.7620 -1.1788 -0.9375
H -4.3973 -4.3991 -1.6058
H -2.7627 -3.6836 -1.8444
H -4.1891 -3.0453 -2.6272
H -5.3913 -2.4304 -0.7856
H -2.7493 -2.6172 0.7106
H -3.9056 -3.8887 1.0045
H -6.1032 -1.9072 3.0341
H -5.6598 -3.5004 2.6804
H -6.4869 -2.7214 1.4880
H -3.9837 -0.9632 -1.8990
H -2.7552 -1.2596 -0.9412
```

***

Formula: C20H55N5O5
Source: OMol25
Level of theory: ωB97M-V with the def2-TZVPD basis set

## Properties
Energy relative to the best compared isomer or geometry (same formula, charge and spin)   7.30 kcal per mole
Structure (SMILES)   COC[C@H](C)N.COC[C@H](C)N.COC[C@H](C)N.COC[C@H](C)N.COC[C@H](C)N
Lowest unoccupied orbital energy   0.628 eV
Orbital gap   9.245 eV
Highest occupied orbital energy   -8.6 eV
Net charge   0

XYZ file:
```
85
C20H55N5O5, DFT ωB97M-V with the def2-TZVPD basis set
C 1.6144 0.1355 -4.2547
C 1.2152 -0.8717 -5.3178
C -0.2122 -0.6304 -5.8239
O -1.0955 -0.3872 -4.7650
C -2.3298 0.1438 -5.1964
N 2.1499 -0.8424 -6.4555
H 1.5528 1.1436 -4.6785
H 2.6116 -0.0782 -3.8836
H 0.8929 0.1267 -3.4442
H 1.2045 -1.8797 -4.8900
H -0.4920 -1.5056 -6.4322
H -0.1947 0.2439 -6.5010
H -2.8845 -0.5843 -5.8030
H -2.1823 1.0505 -5.7964
H -2.9190 0.3914 -4.3179
H 1.7115 -0.4066 -7.2608
H 2.3868 -1.7811 -6.7519
C -0.2235 4.4863 2.8475
C 1.0036 4.2596 1.9888
C 1.6275 5.5473 1.5110
O 1.7709 6.4554 2.5840
C 2.7918 7.3865 2.3781
N 2.0304 3.3866 2.5733
H -0.5900 3.5635 3.2955
H -1.0342 4.8877 2.2293
H -0.0389 5.2267 3.6264
H 0.6769 3.7533 1.0692
H 1.0068 5.9931 0.7157
H 2.5942 5.3165 1.0479
H 2.7861 7.7660 1.3478
H 3.7846 6.9564 2.5700
H 2.6414 8.2149 3.0676
H 1.6898 2.4473 2.7309
H 2.3742 3.7663 3.4475
C -5.0956 -0.8709 2.4981
C -3.6445 -0.4763 2.3146
C -3.3303 0.8708 2.9510
O -1.9755 1.2073 2.8310
C -1.6019 1.5532 1.5339
N -2.7216 -1.5321 2.7762
H -5.7396 -0.1198 2.0347
H -5.3687 -1.0911 3.5297
H -5.2847 -1.7811 1.9207
H -3.4744 -0.4157 1.2350
H -3.6240 0.8236 4.0029
H -3.9626 1.6443 2.4836
H -2.0242 0.9279 0.7343
H -0.5294 1.3895 1.4479
H -1.8594 2.5832 1.2553
H -2.7484 -1.6232 3.7875
H -1.7898 -1.2079 2.5322
C -2.0040 -6.3513 0.4496
C -1.8499 -5.1157 1.3295
C -0.7293 -4.2344 0.8470
O 0.5150 -4.9227 0.9242
C 1.3712 -4.6469 -0.1369
N -3.0835 -4.2692 1.2445
H -1.2026 -7.0581 0.6937
H -1.8884 -6.1142 -0.6107
H -2.9498 -6.8774 0.5735
H -1.7216 -5.4147 2.3747
H -0.6595 -3.3375 1.4802
H -0.9526 -3.9131 -0.1759
H 1.7011 -3.5984 -0.1705
H 0.9279 -4.8993 -1.1117
H 2.2644 -5.2683 -0.0349
H -3.8128 -4.7089 1.7966
H -2.8952 -3.3799 1.7114
C 4.3087 -0.9853 0.1522
C 3.5224 0.3183 0.2101
C 2.0262 0.1123 0.3074
O 1.5357 -0.3199 -0.9268
C 0.1591 -0.5888 -0.8635
N 3.9932 1.1917 1.2519
H 5.3449 -0.7584 -0.1086
H 3.8897 -1.6313 -0.6170
H 4.3102 -1.4869 1.1228
H 3.6554 0.7791 -0.7935
H 1.5333 1.0192 0.6951
H 1.8302 -0.6521 1.0910
H -0.3841 0.3382 -0.6318
H -0.0889 -1.4048 -0.1784
H -0.2165 -0.8196 -1.8638
H 4.9679 1.4281 1.1606
H 3.4357 2.0071 1.4819
```

***

Formula: C20H56Ag2N5O6
Source: OMol25
Level of theory: ωB97M-V with the def2-TZVPD basis set

## Properties
2S+1   3
Energy relative to the best compared isomer or geometry (same formula, charge and spin)   6.30 kcal per mole
Lowest unoccupied orbital energy (alpha / beta)   -8.701 / -13.221 eV
Orbital gap (alpha / beta)   7.402 / 2.881 eV
Highest occupied orbital energy (alpha / beta)   -16.1 / -16.1 eV
Net charge   +3

XYZ file:
```
89
C20H56Ag2N5O6, DFT ωB97M-V with the def2-TZVPD basis set
Ag -0.4895 -1.4648 0.8566
Ag 1.7445 2.0344 0.3267
O 0.1332 0.5668 0.3663
H -0.7085 0.9516 0.1035
C 3.6400 -3.1099 1.4402
C 2.1243 -3.1146 1.6500
C 1.6603 -3.9009 2.8502
O 2.1146 -3.1466 3.9776
C 1.5353 -3.5752 5.2127
N 1.5717 -1.7402 1.6880
H 4.1033 -2.7494 2.3622
H 3.9437 -2.4639 0.6137
H 4.0056 -4.1145 1.2379
H 1.7922 -3.5880 0.7175
H 2.0325 -4.9226 2.8472
H 0.5663 -3.8207 2.8702
H 2.1014 -3.1395 6.0328
H 1.5908 -4.6574 5.3335
H 0.5033 -3.2190 5.2553
H 2.2075 -1.1974 1.1056
H 1.7233 -1.3712 2.6307
C 1.6902 0.7880 4.2778
C 0.6690 1.5853 3.4378
C -0.3152 2.4132 4.2794
O -0.9617 3.3455 3.4213
C -2.3798 3.3637 3.5399
N 1.4407 2.5303 2.5709
H 1.1588 -0.1015 4.6204
H 2.2069 1.3661 5.0410
H 2.4804 0.4184 3.6166
H 0.0337 0.9504 2.8149
H 0.3037 2.9536 5.0064
H -1.0520 1.8698 4.8701
H -2.7671 2.3798 3.2528
H -2.7474 4.0676 2.7945
H -2.7303 3.6539 4.5293
H 0.7991 3.3368 2.5614
H 2.1524 2.8956 3.2077
C 1.0303 2.6329 -4.0791
C 1.1615 2.8613 -2.5844
C -0.1965 2.9705 -1.9082
O -0.0430 3.3621 -0.5630
C -1.1817 3.8659 0.0825
N 1.9048 1.7405 -1.9752
H 1.9251 2.2400 -4.5649
H 0.7190 3.5187 -4.6326
H 0.2680 1.8840 -4.3286
H 1.6931 3.8125 -2.4998
H -0.6317 1.9607 -1.9004
H -0.8959 3.5785 -2.4847
H -0.9376 4.4391 0.9772
H -1.8392 3.0538 0.4179
H -1.6972 4.5720 -0.5739
H 1.3877 0.9066 -2.2962
H 2.8482 1.6701 -2.3541
C -2.9000 -0.9042 -2.0823
C -2.9178 0.0559 -0.8973
C -4.3289 0.6739 -0.7214
O -4.3363 1.3675 0.4824
C -5.6451 1.6245 1.0236
N -2.6046 -0.6962 0.3547
H -2.0564 -1.5963 -2.0900
H -2.8414 -0.3315 -3.0080
H -3.8193 -1.4896 -2.1021
H -2.1955 0.8707 -0.9016
H -5.1180 -0.0860 -0.7568
H -4.4785 1.3580 -1.5666
H -5.5127 2.1960 1.9422
H -6.0470 0.6794 1.3944
H -6.2813 2.1857 0.3445
H -2.9254 -0.1383 1.1477
H -3.1962 -1.5232 0.2719
C 2.7534 -2.7382 -2.9608
C 1.8431 -1.6098 -3.4303
C 0.8584 -2.0046 -4.5152
O 1.5468 -2.5719 -5.6036
C 0.6728 -3.0616 -6.6024
N 1.0456 -1.1370 -2.2834
H 3.3434 -3.1955 -3.7520
H 2.0492 -3.4932 -2.5903
H 3.3652 -2.4082 -2.1201
H 2.4479 -0.7701 -3.7927
H 0.2792 -1.1442 -4.8638
H 0.2109 -2.7840 -4.0866
H 0.0771 -2.2412 -7.0188
H -0.0312 -3.8473 -6.3171
H 1.2413 -3.4423 -7.4481
H 0.4206 -1.8909 -2.0036
H 1.6884 -1.0491 -1.4997
```

***

Formula: C20H56Cl8O8
Source: OMol25
Level of theory: ωB97M-V with the def2-TZVPD basis set

## Properties
Structure (SMILES)   ClCCl.ClCCl.ClCCl.ClCCl.CCO.CCO.CCO.CCO.CCO.CCO.CCO.CCO
Lowest unoccupied orbital energy   0.274 eV
Orbital gap   9.711 eV
Highest occupied orbital energy   -9.4 eV
Net charge   0

XYZ file:
```
92
C20H56Cl8O8, DFT ωB97M-V with the def2-TZVPD basis set
C -1.2691 -5.4012 -0.8746
Cl -0.0833 -4.2244 -1.3433
Cl -1.4447 -5.6018 0.8545
H -2.2118 -5.0276 -1.2934
H -1.0767 -6.3640 -1.3026
C -2.1343 -3.0601 -5.6424
Cl -1.1340 -1.9798 -4.6358
Cl -1.9844 -4.7956 -5.1420
H -3.1362 -2.7056 -5.4776
H -1.7636 -2.9876 -6.6493
C -4.6111 0.6503 0.5897
Cl -6.0847 0.4287 -0.2995
Cl -3.7892 2.1964 0.4940
H -4.8000 0.5042 1.6470
H -3.8937 -0.0738 0.2408
C 0.0646 3.3949 -0.6940
Cl -0.3180 5.1036 -0.4168
Cl 0.9850 3.0683 -2.1526
H 0.6106 3.0710 0.1968
H -0.8919 2.8321 -0.8106
C -0.5496 1.6316 -5.2403
C 0.4728 2.1967 -6.1916
O 0.1544 1.8962 -7.6055
H -0.5613 2.1404 -4.2598
H -0.3516 0.5637 -5.0798
H -1.5137 1.6231 -5.7337
H 1.4571 1.8549 -6.0100
H 0.4689 3.2794 -6.1602
H 0.7291 2.5394 -8.0835
C -2.1537 2.9314 4.2953
C -1.1213 2.4115 3.2858
O -1.2683 0.9746 3.1143
H -3.1801 2.8405 3.9068
H -1.8729 3.9223 4.5851
H -2.1245 2.3409 5.2147
H -0.1114 2.6613 3.5518
H -1.3410 2.8856 2.2963
H -0.7928 0.7401 2.2507
C 2.8143 -2.2302 -3.4145
C 2.5015 -0.8751 -4.0432
O 2.0394 -0.0410 -2.9927
H 3.6599 -2.1861 -2.7841
H 2.9840 -3.0140 -4.1500
H 1.9050 -2.5652 -2.8771
H 1.7222 -0.9472 -4.7779
H 3.3517 -0.3515 -4.4845
H 1.5688 0.6906 -3.2937
C 2.8755 -0.4038 2.0503
C 3.3125 -0.4359 0.5696
O 2.4621 0.4266 -0.1884
H 3.1463 0.5377 2.4808
H 3.2926 -1.2121 2.6464
H 1.7640 -0.4454 2.0536
H 3.1777 -1.4939 0.1772
H 4.3514 -0.1800 0.4478
H 2.5184 0.2970 -1.1273
C 0.3101 -2.2328 4.0962
C 0.1409 -2.3329 5.6157
O 1.0178 -1.4794 6.3572
H 0.1834 -1.2293 3.7357
H -0.3534 -2.9112 3.6015
H 1.2976 -2.5743 3.7752
H 0.2162 -3.3565 5.8859
H -0.8928 -2.1030 5.8590
H 1.9225 -1.6486 6.1106
C 4.7595 3.6243 1.8016
C 4.0873 4.0622 0.5085
O 2.7885 3.4875 0.3656
H 4.0794 3.8532 2.6045
H 5.5947 4.3354 1.9501
H 5.0314 2.5745 1.8041
H 4.6876 3.9000 -0.4457
H 4.0054 5.1522 0.5905
H 2.9013 2.6010 0.0284
C -1.4284 -0.3183 -1.6270
C -0.8591 -0.6801 -0.2284
O -0.3491 0.5176 0.3906
H -1.6250 -1.1570 -2.2782
H -0.5740 0.1965 -2.0742
H -2.3430 0.2565 -1.5635
H -0.1220 -1.4397 -0.4519
H -1.6180 -1.0199 0.4981
H 0.6233 0.5366 0.3167
C -3.3180 -2.4165 2.9980
C -3.6253 -1.3632 4.0393
O -3.5450 -0.0718 3.4435
H -4.1222 -2.6007 2.3074
H -2.9463 -3.4055 3.3700
H -2.5426 -2.0599 2.3319
H -2.9405 -1.5127 4.8849
H -4.6747 -1.4529 4.4084
H -2.5881 0.2368 3.2730
```

***

Formula: C20H57N5O6
Source: OMol25
Level of theory: ωB97M-V with the def2-TZVPD basis set

## Properties
Energy relative to the best compared isomer or geometry (same formula, charge and spin)   45.34 kcal per mole
Structure (SMILES)   COC[C@H](C)N.COC[C@H](C)N.COC[C@H](C)N.COC[C@H](C)N.COC[C@H](C)N.O
Lowest unoccupied orbital energy   0.520 eV
Orbital gap   9.553 eV
Highest occupied orbital energy   -9.0 eV
Net charge   0

XYZ file:
```
88
C20H57N5O6, DFT ωB97M-V with the def2-TZVPD basis set
C -1.2691 -1.5053 3.9087
C -2.1851 -0.3630 4.3814
C -3.6734 -0.7884 4.3599
O -4.5161 0.2283 4.8117
C -5.8840 -0.0495 4.6364
N -1.7738 -0.0033 5.7416
H -0.2253 -1.3869 4.1928
H -1.2647 -1.7157 2.8362
H -1.6091 -2.4408 4.3657
H -2.1407 0.4787 3.6912
H -3.7500 -1.6994 4.9755
H -3.9186 -1.1983 3.3694
H -6.4322 0.7674 5.1002
H -6.1570 -1.0406 5.0065
H -6.1774 -0.0197 3.5781
H -2.3552 -0.5458 6.3788
H -2.1211 0.9348 5.9346
C 3.3483 6.0066 -2.6242
C 3.6883 5.0207 -3.7148
C 2.7387 3.8208 -3.8131
O 2.9715 2.8475 -2.7891
C 3.9554 1.9240 -3.2815
N 3.6615 5.7823 -5.0096
H 4.2126 6.6683 -2.5610
H 3.1456 5.5148 -1.6721
H 2.4602 6.5650 -2.9224
H 4.6725 4.5876 -3.4857
H 2.6269 3.3452 -4.7885
H 1.7414 4.2356 -3.6254
H 4.5223 2.3110 -4.1279
H 3.4014 1.0664 -3.6779
H 4.6328 1.5491 -2.5175
H 4.2216 5.1869 -5.6350
H 4.4137 6.4679 -4.8764
C 1.7382 -5.5166 -0.2347
C 2.1179 -6.4887 -1.3382
C 2.8895 -5.9171 -2.5203
O 3.1501 -6.9509 -3.4674
C 2.0612 -7.2831 -4.2861
N 2.8932 -7.6061 -0.7486
H 1.3507 -4.5448 -0.5478
H 2.6561 -5.1561 0.2503
H 1.1386 -6.0195 0.5183
H 1.2129 -7.0094 -1.6625
H 3.8501 -5.4982 -2.2266
H 2.2967 -5.1268 -2.9974
H 2.3371 -7.5522 -5.3064
H 1.3475 -6.4549 -4.3560
H 1.5113 -8.1454 -3.8903
H 3.3330 -8.0604 -1.5477
H 3.7110 -7.3431 -0.2031
C -2.5435 0.5188 0.8909
C -4.0691 0.5369 0.7362
C -4.5332 1.7380 -0.1146
O -4.3179 3.0126 0.4005
C -5.4110 3.5149 1.1556
N -4.4228 -0.7289 0.0990
H -2.2662 -0.1861 1.6703
H -2.1968 1.5088 1.1976
H -2.0660 0.2634 -0.0588
H -4.4338 0.4405 1.7647
H -5.5749 1.5480 -0.4105
H -3.9450 1.6526 -1.0350
H -5.0803 4.4138 1.6647
H -5.7528 2.7833 1.8988
H -6.2440 3.6283 0.4516
H -3.7288 -0.9438 -0.6075
H -5.3363 -0.7861 -0.3334
C 2.7489 2.1901 1.6835
C 2.2479 1.5476 0.3875
C 1.4387 0.3079 0.7256
O 0.9385 -0.2687 -0.4762
C 0.4811 -1.5773 -0.2680
N 1.4595 2.4868 -0.4460
H 1.9339 2.7027 2.1953
H 3.4313 2.9776 1.3524
H 3.2853 1.5007 2.3322
H 3.1270 1.1583 -0.1479
H 0.5542 0.6267 1.2929
H 2.0899 -0.3618 1.2919
H -0.1636 -1.6372 0.6181
H 1.2853 -2.2854 -0.0354
H -0.0930 -1.9685 -1.1052
H 0.9605 1.7692 -0.9837
H 2.0666 2.8140 -1.2129
O -0.1878 4.5574 0.9784
H 0.3200 3.7695 0.7061
H -0.5588 4.8969 0.1595
```

***

| no. | largest force on an atom (eV Å⁻¹) | energy (a.u.) |
| --- | --- | --- |
| 1 | 5.2 | -2488.54852 |
| 2 | 1.7 | -1444.88355 |
| 3 | 2.0 | -1813.63271 |
| 4 | 2.6 | -5078.96215 |
| 5 | 2.2 | -1521.28404 |